1.
C17H31F5FeP2 | the ωB97M-V functional and the def2-TZVPD basis

HOMO (alpha / beta) (eV): -4.50 / -5.85
Spin multiplicity: 5
ΔE to the lowest compared entry with this formula, charge and spin (kJ/mol): 819.4
LUMO energy (alpha / beta) (eV): -0.99 / -0.90

```
56
Properties=species:S:1:pos:R:3:forces:R:3:mulliken_charge:R:1
P -0.958 0.875 -1.796 0.34 -2.60 -2.31 1.14
P -1.328 -0.958 1.362 0.68 -1.71 -1.72 1.13
C -2.104 -0.509 -1.406 0.30 0.60 0.13 -0.81
C -2.590 -0.604 0.040 -0.95 0.11 0.41 -1.38
H -1.600 -1.409 -1.767 0.10 0.12 0.28 -0.06
H -2.929 -0.345 -2.114 -0.16 -0.01 0.37 0.76
H -3.119 0.308 0.334 -0.22 -0.03 -0.19 0.44
H -3.297 -1.445 0.072 -0.16 0.46 0.00 0.55
C -1.911 -2.739 1.482 0.06 -0.01 0.18 -2.01
H -1.373 -3.276 2.262 0.06 -0.10 0.02 0.42
H -1.716 -3.239 0.520 -0.05 0.26 0.36 0.47
H -2.990 -2.824 1.679 0.19 0.21 0.17 0.46
C -1.681 -0.384 3.041 -0.77 0.29 0.52 -1.08
H -2.375 -1.016 3.595 -0.34 0.20 0.07 0.50
H -2.084 0.654 2.978 -0.01 -0.22 0.29 0.34
H -0.729 -0.373 3.595 -0.57 0.06 -0.46 0.24
C -0.936 0.670 -3.612 -1.00 0.31 -0.41 -1.50
H -0.371 1.512 -4.040 -0.29 -0.29 -0.14 0.39
H -1.946 0.580 -4.035 0.24 0.41 -0.10 0.49
H -0.409 -0.274 -3.840 -0.43 0.56 0.27 0.42
C -1.810 2.388 -1.392 -0.35 0.87 0.04 -1.17
H -2.126 2.284 -0.343 0.07 0.22 -0.26 0.26
H -2.700 2.497 -2.035 0.27 0.12 0.19 0.41
H -1.143 3.261 -1.494 -0.35 -0.31 0.08 0.32
Fe -0.840 2.392 2.289 2.37 -0.10 0.73 0.21
C 0.533 -2.312 -0.070 0.60 2.35 3.70 -0.43
C 0.399 -2.626 -1.370 -1.40 -0.57 -3.24 -0.76
C 1.736 -2.990 -1.929 1.27 -0.51 -0.10 -1.18
C 2.469 -1.733 -2.395 1.09 -0.94 -0.29 -0.87
C 1.532 -0.660 -2.791 -0.83 -0.35 -0.52 -0.99
C 1.059 0.327 -1.883 0.34 1.19 1.17 -0.02
C 1.213 0.166 -0.358 0.69 0.21 -0.13 0.38
C 1.547 -1.190 0.276 0.44 -0.40 0.11 -1.78
C 0.339 3.807 1.519 -0.98 0.13 -0.51 -0.94
H 0.398 -3.080 0.707 -0.26 0.46 0.06 0.71
H -0.522 -3.044 -1.801 0.50 -0.59 0.37 0.53
H 1.699 -3.721 -2.753 -0.25 0.29 0.21 0.35
H 2.261 -3.501 -1.073 0.18 0.21 -1.03 0.37
H 3.116 -1.289 -1.636 0.27 -0.41 -0.07 0.27
H 3.128 -2.005 -3.248 -0.30 0.36 0.35 0.53
H 1.481 -0.536 -3.880 -0.13 0.50 0.52 0.62
H 1.390 1.334 -2.249 -0.34 -0.38 0.44 0.87
H 0.273 0.466 0.144 0.62 -0.10 -0.18 -0.86
H 1.909 0.955 -0.086 0.39 -0.38 0.29 0.56
H 2.557 -1.496 -0.012 0.08 -0.07 0.27 0.77
H 1.626 -0.978 1.352 -0.31 -0.35 -0.12 0.43
H 0.767 4.516 2.270 -0.39 -0.58 -0.81 0.36
H -0.333 4.321 0.754 1.09 -0.40 0.73 0.33
H 1.112 3.133 1.074 -0.61 0.97 -0.01 0.15
F 0.768 0.753 4.029 0.60 0.75 0.05 -0.28
C 0.886 2.095 3.605 -1.18 -0.31 -0.35 0.40
F 0.797 2.843 4.760 0.40 -0.19 -0.50 -0.37
C 2.357 2.145 3.064 1.39 -0.96 -0.17 0.54
F 3.217 1.469 3.895 -0.80 0.78 -0.46 -0.29
F 2.420 1.451 1.873 -0.19 0.78 1.24 -0.08
F 2.930 3.356 2.835 -1.02 -0.90 0.45 -0.26
```
Positions in Å, forces in eV/Å.

=====

2.
C4H8O | the ωB97M-V functional and the def2-TZVPD basis

HOMO (eV): -9.59
Structure (SMILES): CC1COC1
ΔE to the lowest compared entry with this formula, charge and spin (kJ/mol): 116.0
LUMO energy (eV): 1.13

```
13
Properties=species:S:1:pos:R:3:forces:R:3:mulliken_charge:R:1
C 0.473 1.198 0.777 0.04 0.00 -0.01 -1.48
C -0.279 -0.074 0.413 -0.03 0.00 0.10 0.39
C -0.882 -0.086 -1.003 -0.27 0.21 -0.02 -0.48
O 0.066 -1.064 -1.451 0.06 -0.13 -0.18 -0.39
C 0.541 -1.268 -0.114 0.23 -0.18 0.32 -0.45
H 1.088 1.065 1.674 -0.09 -0.02 -0.11 0.35
H -0.236 2.011 0.977 0.13 -0.12 -0.05 0.35
H 1.129 1.517 -0.041 -0.09 -0.09 0.11 0.37
H -0.978 -0.344 1.210 0.07 0.06 -0.14 0.34
H -0.804 0.850 -1.572 0.00 -0.15 0.12 0.28
H -1.911 -0.463 -1.067 0.12 0.04 0.00 0.23
H 0.238 -2.246 0.288 -0.09 0.17 -0.11 0.22
H 1.634 -1.218 -0.046 -0.08 0.21 -0.04 0.27
```
Positions in Å, forces in eV/Å.

=====

3.
C5H3ClO3S2 | the ωB97M-V functional and the def2-TZVPD basis

HOMO (eV): -9.51
ΔE to the lowest compared entry with this formula, charge and spin (kJ/mol): 36.4
LUMO energy (eV): -1.76

```
14
Properties=species:S:1:pos:R:3:forces:R:3:mulliken_charge:R:1
C -2.089 -0.193 0.266 -2.11 -2.15 1.25 -0.68
C -0.921 0.369 0.119 6.35 0.91 -0.28 -0.12
C -2.108 -1.323 1.082 -1.33 0.58 -0.81 -0.20
C 0.167 -0.352 0.677 -2.25 -1.45 2.02 0.24
C 1.515 -0.076 0.899 0.79 0.99 -0.68 0.49
O 2.472 -0.134 1.557 -1.01 -0.22 -0.75 -0.32
O 2.523 2.263 -1.254 0.68 -0.03 0.77 -0.52
O 0.663 0.997 -2.050 -0.82 -0.56 -0.16 -0.53
S -0.578 -1.712 1.646 0.50 0.58 -0.56 -0.12
S 1.833 1.004 -1.215 0.50 0.46 -0.45 0.76
Cl 3.086 -0.410 -2.193 0.08 -0.05 0.34 -0.28
H -2.861 0.159 -0.316 -2.15 0.57 -0.62 0.44
H -0.598 1.223 -0.434 -0.80 0.48 -0.40 0.49
H -3.105 -1.816 1.216 1.57 -0.12 0.34 0.37
```
Positions in Å, forces in eV/Å.

=====

4.
C41H65As3N7SW | the ωB97M-V functional and the def2-TZVPD basis

HOMO (alpha / beta) (eV): -14.77 / -14.77
Net charge: +3
LUMO energy (alpha / beta) (eV): -9.57 / -9.57

```
118
Properties=species:S:1:pos:R:3:forces:R:3:mulliken_charge:R:1
W 0.254 0.270 0.555 1.18 1.04 0.30 1.14
C -2.930 2.023 -3.182 -0.03 -0.03 0.01 -1.04
C -1.547 1.812 -3.723 0.04 -0.10 0.05 0.62
C -1.225 2.340 -4.998 0.00 -0.02 -0.02 -1.03
C -0.013 2.064 -5.543 0.00 0.03 -0.05 -0.99
C 0.899 1.245 -4.836 0.00 -0.02 0.05 0.77
C 2.124 0.838 -5.409 0.02 -0.01 0.01 -0.84
C 2.940 -0.040 -4.753 -0.02 0.03 -0.03 -1.00
C 2.567 -0.505 -3.485 -0.01 -0.05 0.05 -0.66
C 1.415 -0.068 -2.864 0.25 0.05 -0.17 1.27
S 1.175 -0.757 -1.258 -0.37 -0.08 0.07 -0.15
C 0.515 0.798 -3.549 -0.14 0.00 0.08 -1.01
N -0.697 1.103 -3.005 -0.02 0.00 -0.08 0.22
H -3.331 2.995 -3.471 0.01 0.01 0.01 0.48
H -2.949 1.922 -2.100 -0.02 -0.03 0.01 -0.11
H -3.600 1.265 -3.596 0.01 0.01 -0.03 0.38
H -1.956 2.937 -5.526 0.00 0.00 0.00 0.53
H 0.260 2.435 -6.523 -0.01 0.00 0.00 0.49
H 2.386 1.202 -6.395 -0.01 0.00 0.00 0.47
H 3.858 -0.387 -5.205 0.00 -0.01 0.01 0.45
H 3.209 -1.213 -2.974 -0.01 0.00 0.00 0.59
C 4.539 0.591 0.969 0.01 0.10 0.03 -1.50
As 2.909 1.534 0.509 -0.46 -0.01 -0.06 1.38
C 3.363 1.922 -1.339 0.09 0.02 0.07 -1.53
C 3.261 3.216 1.439 0.18 -0.04 -0.09 -1.73
C 2.309 4.390 1.200 0.01 -0.06 0.07 2.95
C 2.462 4.962 -0.211 0.05 0.09 -0.05 -1.72
C 0.884 3.895 1.423 -0.01 0.19 -0.15 -0.69
As 0.135 2.727 0.042 -0.30 -1.19 0.08 0.66
C -1.805 0.272 0.018 -0.02 0.30 -0.10 -1.48
C -1.038 3.817 -1.042 0.00 0.18 0.15 -1.32
C 2.633 5.534 2.186 -0.02 0.02 0.00 -2.37
As 2.476 5.589 4.177 0.00 -0.07 -0.03 0.37
C 3.349 3.924 4.763 0.03 0.02 -0.01 -0.60
C 0.615 5.014 4.494 0.00 0.06 -0.04 -0.73
H 5.339 1.202 0.549 0.03 -0.02 0.02 0.64
H 4.558 -0.393 0.510 0.01 0.02 -0.01 0.39
H 4.672 0.516 2.044 -0.02 -0.02 0.00 0.38
H 4.102 2.723 -1.330 0.01 -0.01 -0.02 0.61
H 2.501 2.214 -1.934 0.01 0.00 0.01 0.23
H 3.807 1.032 -1.777 0.01 0.02 0.01 0.53
H 4.278 3.483 1.135 0.00 0.00 0.04 0.85
H 3.293 2.958 2.497 -0.03 0.01 0.01 -0.28
H 2.202 4.246 -0.998 -0.03 -0.04 0.01 0.17
H 3.489 5.281 -0.392 -0.02 0.01 0.00 0.42
H 1.825 5.839 -0.339 -0.02 -0.02 0.00 0.46
H 0.191 4.733 1.520 0.00 0.00 -0.05 1.06
H 0.843 3.302 2.337 -0.01 -0.04 0.00 -0.93
H -2.287 -0.562 0.529 -0.05 0.00 0.00 0.45
H -1.863 0.162 -1.062 -0.07 -0.05 -0.07 0.40
H -2.305 1.195 0.307 -0.10 -0.08 -0.05 0.23
H -2.084 3.552 -0.888 0.04 -0.02 0.00 0.43
H -0.793 3.649 -2.089 0.06 -0.04 0.04 0.41
H -0.877 4.863 -0.784 -0.04 -0.01 0.02 0.55
H 2.037 6.403 1.884 0.00 0.01 0.02 0.60
H 3.669 5.838 2.007 0.01 -0.01 0.04 0.60
H 4.359 3.870 4.354 0.00 -0.01 0.01 0.42
H 2.791 3.022 4.504 -0.01 -0.01 -0.01 -0.31
H 3.441 3.972 5.848 -0.03 0.01 0.00 0.43
H -0.070 5.649 3.930 0.00 -0.02 0.00 0.33
H 0.406 5.175 5.552 0.02 0.00 0.00 0.51
H 0.430 3.965 4.261 0.03 -0.01 0.02 -0.14
C -3.282 0.556 5.059 0.00 0.02 0.00 -1.17
N -2.354 0.065 4.041 -0.04 0.02 -0.07 0.47
C -1.943 -1.314 4.218 0.05 0.02 0.03 -0.99
C -1.827 0.875 3.103 0.23 -0.15 0.00 -1.42
N -0.550 0.723 2.663 -0.25 0.01 0.17 1.06
C 0.407 0.361 3.638 0.06 -0.14 -0.03 0.51
C 0.489 0.946 4.882 -0.04 0.00 -0.03 -0.04
C 1.585 0.704 5.731 0.02 0.02 0.03 -1.49
C 2.630 -0.071 5.312 0.01 0.01 0.02 -1.13
C 2.573 -0.697 4.044 0.02 -0.03 -0.03 1.44
C 3.636 -1.495 3.568 0.01 -0.02 0.05 -0.67
C 3.599 -2.093 2.326 -0.09 -0.02 0.00 -1.45
C 2.449 -1.990 1.550 0.06 0.04 -0.01 0.10
C 1.321 -1.281 1.995 0.15 -0.22 0.12 -0.73
N 0.048 -1.642 1.442 -0.05 -0.04 -0.59 0.87
C -0.276 -2.957 1.308 -0.40 0.05 0.23 -0.52
N -1.248 -3.380 0.487 0.03 0.01 -0.05 0.60
C -2.071 -4.544 0.838 -0.01 0.03 0.00 -1.19
C -1.615 -2.832 -0.816 0.01 -0.03 0.07 -1.04
N 0.267 -3.898 2.114 0.13 0.01 -0.03 0.50
C 0.633 -3.696 3.510 -0.01 0.05 0.01 -0.79
C 0.614 -5.224 1.599 0.01 -0.01 -0.01 -1.30
C 1.419 -0.540 3.237 -0.10 0.14 -0.07 -0.13
N -2.634 1.832 2.615 -0.10 0.15 -0.02 0.57
C -2.177 3.189 2.385 -0.07 -0.12 0.02 -0.17
C -4.072 1.634 2.446 0.03 0.00 0.04 -1.12
H -4.281 0.138 4.933 0.00 0.00 -0.01 0.38
H -3.336 1.641 5.032 0.00 0.00 0.00 0.38
H -2.900 0.254 6.036 -0.01 0.00 0.00 0.39
H -2.830 -1.920 4.407 -0.01 0.01 0.00 0.68
H -1.266 -1.419 5.070 0.00 -0.02 0.00 0.29
H -1.462 -1.664 3.311 -0.01 0.02 0.00 -0.03
H -0.281 1.640 5.200 0.00 0.00 0.00 0.68
H 1.615 1.186 6.699 0.01 -0.02 0.01 0.42
H 3.507 -0.205 5.931 0.00 0.00 0.00 0.57
H 4.506 -1.627 4.202 -0.01 0.00 0.00 0.51
H 4.440 -2.679 1.980 -0.01 0.00 -0.02 0.43
H 2.377 -2.539 0.619 -0.02 -0.02 0.02 0.49
H -3.110 -4.280 0.644 0.00 -0.01 0.00 0.39
H -1.960 -4.790 1.888 -0.02 0.00 -0.01 0.38
H -1.820 -5.411 0.226 0.00 -0.01 0.01 0.39
H -2.659 -2.521 -0.804 0.00 0.01 -0.01 0.36
H -1.498 -3.619 -1.564 -0.01 0.01 -0.01 0.45
H -0.989 -1.999 -1.086 0.06 0.07 -0.02 -0.04
H 0.161 -2.808 3.913 0.04 0.01 -0.01 0.02
H 1.713 -3.628 3.641 0.05 0.00 0.00 0.25
H 0.281 -4.557 4.079 -0.02 0.01 0.00 0.52
H 0.470 -5.265 0.523 0.02 0.00 -0.01 0.37
H 0.022 -6.008 2.073 0.00 0.01 0.00 0.41
H 1.667 -5.411 1.815 -0.01 0.00 0.01 0.41
H -2.353 3.500 1.352 0.03 -0.02 0.00 0.03
H -1.129 3.259 2.640 0.04 0.03 0.03 -0.42
H -2.733 3.871 3.034 -0.02 0.01 -0.03 0.59
H -4.311 0.575 2.477 0.00 0.00 0.01 0.33
H -4.357 2.027 1.469 -0.01 0.00 0.00 0.40
H -4.650 2.161 3.206 -0.01 0.00 0.00 0.43
```
Positions in Å, forces in eV/Å.

=====

5.
C13H27O13 | the ωB97M-V functional and the def2-TZVPD basis

HOMO (eV): -1.96
Net charge: -1
LUMO energy (eV): 3.07

```
53
Properties=species:S:1:pos:R:3:forces:R:3:mulliken_charge:R:1
C -14.266 -40.492 3.210 1.79 -0.29 -2.73 -1.39
O -13.250 -41.219 2.589 -3.29 3.14 3.81 -0.24
H -15.012 -40.018 2.574 -0.79 0.33 -0.79 0.07
H -14.929 -41.147 3.776 0.10 2.32 0.58 2.46
H -13.885 -39.627 3.752 -1.06 0.31 -0.20 0.60
C -12.971 -40.125 5.424 0.14 2.40 -1.22 -0.55
O -11.953 -40.834 5.965 1.66 -2.65 2.60 -0.35
C -11.412 -41.930 5.379 -0.99 0.69 -8.04 0.73
O -11.529 -42.269 4.165 1.55 2.64 5.67 -0.32
O -10.551 -42.452 6.169 2.00 -1.47 3.72 -0.42
C -9.550 -43.354 5.698 -0.27 -0.03 -1.00 -0.62
H -13.941 -40.586 5.239 0.93 0.11 0.84 0.94
H -12.606 -39.689 4.494 0.15 -0.64 -0.06 0.21
H -13.076 -39.216 6.016 -0.33 -0.16 0.73 0.33
H -8.767 -42.756 5.231 0.01 -0.10 -0.19 0.28
H -9.957 -44.069 4.984 -0.16 0.32 -0.22 0.22
H -9.092 -43.959 6.482 -0.44 0.54 0.59 0.24
C -13.643 -46.098 2.074 -0.33 0.03 -0.91 -0.27
O -14.301 -45.634 3.244 -0.39 0.72 0.83 -0.38
C -13.918 -44.410 3.802 3.97 -0.14 0.71 0.61
O -12.767 -43.974 3.787 -4.53 -2.81 0.08 -0.38
O -14.974 -43.953 4.508 1.79 -1.55 3.07 -0.38
C -14.920 -42.721 5.271 1.73 -0.81 0.86 -0.56
H -12.605 -46.428 2.115 0.41 1.07 0.69 0.26
H -13.864 -45.346 1.317 0.79 -0.20 -0.23 -0.05
H -14.070 -47.041 1.734 -0.95 0.06 0.45 0.29
H -14.322 -42.867 6.170 0.21 -0.26 0.04 0.44
H -15.890 -42.378 5.630 -0.40 -0.67 -0.54 0.28
H -14.473 -41.908 4.698 0.30 -1.35 0.63 -0.94
C -14.643 -39.686 0.259 -0.75 0.56 0.56 -0.25
O -13.905 -40.344 -0.726 -0.66 0.15 -1.97 -0.36
C -12.876 -41.060 -0.396 3.91 -0.73 5.19 0.87
O -12.324 -41.115 0.714 -0.15 0.97 -5.66 -0.36
O -12.503 -41.809 -1.441 3.29 1.97 -1.22 -0.44
C -11.397 -42.716 -1.343 1.50 1.56 -0.58 -0.82
H -15.142 -40.353 0.962 0.38 -0.16 -0.36 -0.12
H -15.422 -39.170 -0.301 0.08 0.24 0.05 0.34
H -14.025 -38.993 0.830 0.03 -0.10 0.00 0.32
H -11.130 -42.881 -2.386 0.14 0.02 0.00 0.29
H -11.475 -43.708 -0.896 -0.92 0.24 0.42 0.26
H -10.569 -42.235 -0.823 -0.04 0.11 0.00 0.35
C -14.097 -43.240 -1.287 0.05 -3.40 -0.18 -0.60
O -15.057 -42.956 -0.342 -1.91 0.92 -0.21 -0.42
C -14.850 -42.968 0.974 3.26 -0.53 1.34 0.75
O -13.761 -43.075 1.548 -3.70 -1.86 -2.41 -0.15
O -16.040 -42.809 1.529 -0.36 1.06 -1.37 -0.39
C -16.105 -42.837 2.924 -1.63 -0.86 -0.73 -0.87
H -13.113 -43.389 -0.844 -1.65 -0.51 0.45 -0.03
H -14.011 -42.502 -2.085 -1.27 -0.76 0.26 0.41
H -14.292 -44.247 -1.657 -0.66 -0.27 -0.59 0.40
H -15.448 -42.149 3.455 -0.88 -1.16 -1.76 -2.14
H -15.916 -43.873 3.205 -1.46 1.02 -0.97 0.70
H -17.126 -42.551 3.174 -0.22 -0.01 -0.02 0.14
```
Positions in Å, forces in eV/Å.

=====

6.
C3H4ClF | the ωB97M-V functional and the def2-TZVPD basis

HOMO (eV): -10.02
Structure (SMILES): C/C=C(\F)Cl
ΔE to the lowest compared entry with this formula, charge and spin (kJ/mol): 239.4
LUMO energy (eV): 0.52

```
9
Properties=species:S:1:pos:R:3:forces:R:3:mulliken_charge:R:1
C -0.860 0.559 0.277 -3.37 4.57 -1.12 -0.94
C 0.525 0.260 0.044 1.29 10.31 3.21 -0.04
C 0.871 -0.788 -0.450 1.97 -10.49 -2.62 0.37
H -1.633 -0.166 0.217 0.15 -1.36 0.55 0.31
H -0.833 1.083 1.284 -0.83 -0.28 -1.35 0.27
H -1.465 1.296 -0.648 2.34 -1.38 2.81 0.20
H 1.256 1.176 0.309 -1.41 -2.71 -0.35 0.22
F -0.242 -1.550 -0.840 2.07 -0.63 -0.22 -0.24
Cl 2.381 -1.870 -0.193 -2.21 1.97 -0.90 -0.16
```
Positions in Å, forces in eV/Å.